{
  "formula": "CH3O2Si",
  "method": "wB97M-V/def2-TZVPD",
  "smiles": "O=C([O-])[SiH3]",
  "largest_force_ha_per_bohr": 0.0356,
  "total_charge": -1,
  "symbols": ["C", "O", "O", "Si", "H", "H", "H"],
  "positions_angstrom": [[1.1787, -0.6212, -0.1683], [1.4864, -0.8484, -1.3413], [1.7780, -0.8000, 0.9080], [-0.6865, 0.2803, 0.1048], [-0.9746, 1.2977, -0.9740], [-1.9423, -0.4084, 0.1330], [-0.8397, 1.1000, 1.3379]],
  "lowdin_charge": [-0.8834, -0.1323, -0.1511, 0.6121, -0.1317, -0.1745, -0.1391]
}

{
  "formula": "C23H30N3O12Pd",
  "method": "wB97M-V/def2-TZVPD",
  "largest_force_ha_per_bohr": 0.1049,
  "total_charge": -3,
  "spin_multiplicity": 3,
  "symbols": ["Pd", "C", "C", "O", "H", "H", "H", "H", "H", "C", "C", "C", "O", "C", "C", "C", "O", "O", "O", "H", "H", "C", "C", "C", "O", "C", "C", "C", "O", "O", "O", "H", "H", "C", "O", "N", "C", "C", "H", "H", "H", "H", "H", "H", "H", "C", "O", "N", "C", "C", "H", "H", "H", "H", "H", "H", "H", "C", "O", "N", "C", "C", "H", "H", "H", "H", "H", "H", "H"],
  "positions_angstrom": [[-0.4192, -0.4512, 0.3385], [-4.8193, -2.1683, 1.0226], [-4.1600, -3.0301, -0.0251], [-2.8145, -2.9605, -0.1574], [-4.3668, -2.3394, 1.9994], [-5.8586, -2.4729, 1.1458], [-4.7712, -1.0992, 0.8157], [-4.7165, -2.9293, -0.9569], [-4.3854, -4.0604, 0.2499], [3.6890, -6.1906, 2.8414], [2.6258, -5.2828, 2.3760], [2.3500, -3.9095, 3.3346], [1.6624, -3.0018, 2.8503], [3.0541, -3.9203, 4.6144], [3.8775, -4.9362, 4.9923], [4.3467, -6.0597, 4.0270], [5.2686, -6.9309, 4.3984], [4.1003, -4.8711, 6.2871], [1.9971, -5.4291, 1.2953], [4.1032, -7.0427, 2.3232], [2.7717, -3.1931, 5.3613], [2.1887, -2.4513, -6.0401], [1.8821, -2.6099, -4.6153], [2.4016, -1.4474, -3.6040], [2.0616, -1.4474, -2.4141], [3.2803, -0.4723, -4.1451], [3.5465, -0.4269, -5.4712], [2.9464, -1.4137, -6.4639], [3.2464, -1.4497, -7.7384], [4.3652, 0.5569, -5.7634], [1.3086, -3.6107, -4.1483], [1.7915, -3.1744, -6.7370], [3.6959, 0.2224, -3.4301], [-2.1914, 1.8896, 4.6093], [-1.7258, 1.2827, 3.6317], [-1.4329, 2.1283, 5.7400], [-2.0683, 2.7749, 6.9110], [-0.0952, 1.5990, 5.8682], [-3.2616, 2.0899, 4.7729], [-2.1764, 2.1021, 7.7617], [-3.0974, 3.1036, 6.7656], [-1.4501, 3.6234, 7.2044], [-0.2268, 0.6477, 6.3840], [0.3359, 1.4694, 4.8755], [0.3965, 2.3136, 6.5283], [2.2678, 4.0527, 0.5954], [1.5374, 3.0533, 0.4021], [2.5102, 4.9339, -0.3644], [3.3256, 6.1657, -0.1445], [1.8712, 4.8067, -1.7241], [2.6932, 4.2529, 1.5910], [3.6483, 6.2221, 0.8951], [2.7199, 7.0452, -0.3630], [4.1831, 6.1107, -0.8152], [1.3141, 3.8745, -1.8176], [1.1833, 5.6055, -2.0014], [2.6618, 4.8487, -2.4732], [-3.6075, 1.7854, -3.0782], [-2.7062, 1.2490, -2.4028], [-3.9831, 1.2540, -4.2833], [-5.0282, 1.9393, -5.1197], [-3.5062, -0.0359, -4.7829], [-4.2206, 2.6451, -2.7663], [-4.5703, 2.0258, -6.1051], [-5.4182, 2.9179, -4.8397], [-5.9219, 1.3201, -5.1964], [-4.3070, -0.7734, -4.8354], [-3.2217, 0.0531, -5.8314], [-2.6815, -0.3730, -4.1549]],
  "mulliken_spin": [0.0032, 0.0000, 0.0000, 0.0001, 0.0000, 0.0000, 0.0000, 0.0000, 0.0000, 0.1207, -0.0155, 0.0177, 0.1700, 0.4119, -0.0121, -0.0451, 0.0144, 0.3286, 0.0066, 0.0046, -0.0022, 0.1709, -0.0385, 0.0059, 0.2007, 0.3514, 0.0364, -0.0599, 0.0164, 0.3003, 0.0144, 0.0069, -0.0076, -0.0002, -0.0001, 0.0000, 0.0000, 0.0000, 0.0000, 0.0000, 0.0000, 0.0000, 0.0000, 0.0000, 0.0000, 0.0000, 0.0000, 0.0000, 0.0000, 0.0000, 0.0000, 0.0000, 0.0000, 0.0000, 0.0001, 0.0000, 0.0000, 0.0000, 0.0000, 0.0000, 0.0000, 0.0000, 0.0000, 0.0000, 0.0000, 0.0000, 0.0000, 0.0000, -0.0001]
}

{
  "formula": "C2H6N4S",
  "method": "wB97M-V/def2-TZVPD",
  "smiles": "[H]/N=N\\N=S.[H]/N=C/C",
  "largest_force_ha_per_bohr": 0.0768,
  "symbols": ["C", "C", "N", "N", "N", "N", "S", "H", "H", "H", "H", "H", "H"],
  "positions_angstrom": [[1.0019, -0.3955, 1.0239], [1.3481, 0.8971, 0.4157], [-1.8414, -0.1543, -0.8559], [1.5559, -1.5162, 0.7145], [-2.7553, -0.1836, -0.0854], [-1.2636, -0.1828, -1.9016], [0.0410, 0.2488, -2.6046], [0.0452, -0.3286, 1.6143], [1.8542, 0.7413, -0.5361], [2.0720, 1.4992, 0.9955], [0.4594, 1.3740, 0.1382], [1.0545, -2.3261, 1.1879], [-3.5721, 0.3265, -0.1064]],
  "lowdin_charge": [-0.3437, -0.1497, -0.1498, 0.0688, 0.1285, -0.5122, 0.6004, 0.1054, 0.0311, 0.0909, 0.0213, 0.0638, 0.0452]
}

{
  "formula": "CH4N3O2",
  "method": "wB97M-V/def2-TZVPD",
  "smiles": "CNN=[N+]([O-])[O-]",
  "largest_force_ha_per_bohr": 0.0971,
  "total_charge": -1,
  "symbols": ["C", "N", "N", "N", "O", "O", "H", "H", "H", "H"],
  "positions_angstrom": [[0.9275, 0.4771, 0.9676], [-0.9435, -0.6948, 0.1698], [-0.3961, 0.5488, 0.5269], [-1.0051, -0.8630, -1.0984], [-0.5213, -0.1214, -1.9487], [-1.6048, -1.9429, -1.4755], [1.0432, -0.3336, 1.6552], [1.7370, 0.1813, 0.2135], [1.3600, 1.4955, 1.3719], [-0.5970, 1.2530, -0.3824]],
  "lowdin_charge": [-0.2464, -0.0355, -0.2168, -0.5735, -0.1086, -0.1774, 0.0387, 0.0652, 0.0876, 0.1668]
}

Across the entries above, ΔE to the lowest compared entry with this formula, charge and spin takes the values 0.0000; 7.5645; 5.4433; 3.3950 eV, respectively.